1.
16
Properties=species:S:1:pos:R:3:forces:R:3:nbo_charge:R:1 method="wB97M-V/def2-TZVPD" gap_ev=9.69 e_tot_ha=-346.68191 homo_energy_ev=-9.450 relative_energy_kj_mol=245.7
C -0.742 -1.176 0.275 0.86 -0.27 -0.59 -0.45
C 1.686 -0.231 -0.767 -1.53 -0.33 2.14 -0.37
H 1.919 0.352 -1.573 0.30 2.30 -1.54 0.22
H -2.633 1.655 -0.268 0.40 0.59 0.18 0.24
H 2.184 -0.398 1.422 -0.33 -0.32 -0.06 0.22
H -0.580 -2.073 -0.377 -0.27 0.50 0.81 0.22
H 2.085 -1.157 -0.965 0.27 -2.54 -0.13 0.21
C -1.804 1.000 -0.066 -2.10 -5.97 -1.12 -0.29
O 0.101 2.336 0.047 -0.72 -2.86 -0.41 -0.58
C -0.398 1.173 -0.024 1.90 5.06 -0.26 0.51
H -0.786 -1.472 1.387 0.09 0.35 -1.69 0.24
C -1.988 -0.410 -0.129 0.19 2.67 1.29 -0.07
H -2.920 -0.957 -0.276 0.07 0.40 0.02 0.21
C 0.349 -0.112 -0.038 0.48 0.09 1.75 -0.16
C 1.678 0.189 0.669 0.65 0.98 -1.15 -0.40
H 1.849 1.279 0.683 -0.27 -0.66 0.76 0.25

=====

2.
14
Properties=species:S:1:pos:R:3:forces:R:3:nbo_charge:R:1 method="wB97M-V/def2-TZVPD" gap_ev=9.51 total_charge=+2 e_tot_ha=-680.27294 homo_energy_ev=-19.574 relative_energy_kj_mol=113.9
C -1.434 0.150 -0.046 -6.03 2.07 0.95 0.31
N -0.176 0.574 0.087 0.79 2.89 0.79 -0.56
C 0.271 -1.687 -0.011 -0.31 -1.20 -0.14 -0.62
C 0.827 -0.335 0.149 -2.74 -0.51 -0.80 0.58
H 0.478 -1.878 -1.123 0.03 -0.77 1.58 0.34
N 2.025 0.043 0.098 0.89 -0.72 0.49 -0.60
N -2.658 1.114 0.007 7.65 -5.51 2.21 -0.64
H -3.507 0.766 -0.237 -2.97 -1.81 -0.85 0.43
H 2.767 -0.635 0.086 0.68 -0.04 0.09 0.47
S -1.602 -1.530 0.061 0.96 0.33 -0.33 0.63
H 2.192 1.012 0.167 1.06 1.26 -0.09 0.45
H -2.445 1.930 -0.403 0.88 3.93 -1.67 0.40
H 0.622 -2.408 0.809 -0.29 0.61 -1.67 0.35
H 0.055 1.555 0.345 -0.62 -0.54 -0.57 0.47

=====

3.
122
Properties=species:S:1:pos:R:3:forces:R:3:lowdin_charge:R:1 method="wB97M-V/def2-TZVPD" gap_ev=6.53 e_tot_ha=-3518.22811 homo_energy_ev=-6.146 relative_energy_kj_mol=61.5
H 1.629 4.103 5.481 -0.02 0.02 -0.03 0.08
C -2.883 -2.710 -0.280 -0.05 -0.01 0.04 -0.15
H -5.142 0.870 1.425 -0.02 -0.01 0.00 0.11
C 2.183 -5.296 0.875 0.01 0.00 0.00 -0.07
Ba 0.280 -0.567 0.541 -1.12 -0.86 -0.62 1.51
H -0.119 3.914 -3.600 0.01 0.00 0.03 0.09
C -2.399 -3.524 0.892 0.12 0.11 -0.03 -0.29
N -1.123 -3.351 1.252 -0.07 -0.01 0.20 0.09
H -2.702 4.650 -0.325 -0.01 0.01 0.01 0.10
C -4.901 1.451 0.545 0.03 0.01 -0.01 -0.07
H 0.248 1.658 5.689 -0.01 0.01 0.01 0.12
C -1.619 2.389 -3.367 -0.08 -0.09 -0.01 -0.35
C 2.938 4.166 1.711 0.07 0.04 -0.06 0.03
H 3.448 5.105 1.869 0.00 0.01 0.01 0.13
C 1.188 -6.190 0.510 0.02 0.02 -0.01 -0.07
C -2.517 1.576 -4.063 0.00 0.00 0.01 -0.12
C -0.911 3.313 -5.486 0.00 -0.01 -0.01 -0.08
C 4.623 -1.316 -1.386 0.01 -0.04 0.01 -0.06
C 1.004 2.737 1.980 0.04 0.02 -0.03 -0.10
C -2.802 -5.040 2.698 -0.02 -0.01 0.00 -0.06
C 2.877 1.941 0.717 0.34 -0.04 -0.23 -0.19
H -2.546 -0.761 -1.785 0.01 0.01 0.01 0.10
H -1.074 -5.357 3.950 0.00 0.00 0.02 0.10
H -1.890 2.558 -7.242 0.00 0.01 -0.01 0.10
H -0.018 -1.135 -6.408 0.00 0.00 -0.01 0.11
C 4.932 0.720 -0.173 -0.02 0.02 0.05 0.00
H -3.458 -5.696 3.256 -0.01 0.00 0.00 0.11
H 1.724 0.314 -2.776 0.02 -0.01 0.03 0.09
H 3.309 3.840 5.942 0.00 0.01 0.01 0.08
H 1.841 0.068 -5.236 0.00 0.00 -0.01 0.11
N 2.732 -0.106 -0.555 0.62 0.24 -0.08 -0.06
C -1.947 -0.473 2.347 -0.11 0.12 0.14 -0.38
C -3.592 1.457 0.076 -0.06 0.02 0.07 -0.11
N -0.057 -0.684 -2.570 0.12 0.08 -0.06 0.06
F 1.091 4.898 2.950 0.04 -0.06 -0.01 0.04
C 3.545 0.838 -0.039 -0.11 0.05 0.06 -0.22
H 1.058 -7.123 1.043 0.00 -0.02 0.00 0.11
C -1.487 -4.855 3.085 0.02 0.01 -0.01 -0.05
H -1.941 -1.955 -5.035 0.00 0.00 -0.02 0.12
C -1.083 6.043 -0.155 -0.03 -0.02 0.01 -0.08
H -3.868 -3.080 -0.612 0.04 -0.03 0.02 0.13
H 0.184 -0.455 4.437 0.00 -0.03 -0.01 0.09
H -2.039 -4.757 -1.252 -0.04 0.00 -0.02 0.11
C -4.230 2.956 -1.690 0.01 0.01 -0.04 -0.10
C -5.873 2.189 -0.111 -0.01 -0.01 0.01 -0.09
C -1.744 -3.996 -1.979 -0.05 0.00 0.05 -0.16
C 0.941 -0.208 -3.310 -0.01 -0.01 -0.07 -0.14
H -0.415 -6.548 -0.875 -0.01 0.00 0.00 0.12
H -3.024 -1.687 0.078 0.00 0.00 0.00 0.09
C 0.510 4.037 -1.200 0.01 -0.01 0.00 -0.13
H 5.578 1.464 0.262 0.02 -0.01 0.00 0.11
C 0.365 -5.869 -0.552 0.02 -0.03 -0.02 -0.03
H -0.280 4.002 -6.034 0.00 0.01 -0.01 0.10
H 2.864 -5.505 1.689 0.01 0.00 0.01 0.10
C -3.263 -4.364 1.581 0.00 0.01 -0.01 -0.01
C 1.585 1.711 1.224 -0.03 0.30 0.26 -0.25
C -2.619 1.638 -5.443 0.00 -0.01 0.02 -0.09
C -1.092 -1.465 -4.576 -0.01 0.01 0.02 -0.03
H -1.634 -0.996 3.270 0.07 -0.06 -0.02 -0.10
C -2.239 -1.658 -2.332 -0.06 -0.01 0.02 -0.15
H 0.009 2.640 2.406 -0.03 -0.05 0.00 0.10
H 4.998 -2.179 -1.919 0.01 -0.01 0.00 0.10
C 2.300 -4.115 0.160 -0.03 0.00 0.01 -0.14
C -0.697 -4.003 2.330 -0.04 -0.04 -0.03 -0.15
C 1.062 5.272 -0.905 0.01 -0.03 0.05 -0.08
H 2.375 -3.992 3.933 0.00 -0.01 -0.01 0.04
C -1.812 2.506 -6.164 0.00 -0.01 0.01 -0.09
C 3.264 -1.146 -1.200 0.17 0.08 0.00 -0.20
H 0.337 -3.839 2.603 0.01 -0.02 0.00 0.06
H 3.263 -2.755 4.877 0.01 0.00 0.00 0.07
H -1.704 6.816 0.281 -0.01 0.01 0.00 0.10
C 2.257 -0.322 3.854 0.07 -0.03 0.06 -0.41
C 0.264 6.278 -0.379 0.04 0.01 0.01 -0.08
C 5.469 -0.359 -0.848 0.01 0.02 0.00 -0.05
N -1.908 -2.684 -1.358 -0.02 0.06 -0.02 -0.15
C 1.143 1.307 5.191 -0.02 -0.01 0.00 -0.03
N 1.503 -3.799 -0.864 -0.03 0.00 0.06 0.11
C -0.029 -1.001 -5.334 -0.02 -0.01 0.00 -0.05
C 2.301 2.083 5.224 0.03 -0.01 -0.02 -0.27
H 2.121 5.436 -1.059 0.02 0.01 0.01 0.11
C 1.002 -0.342 -4.691 -0.01 0.02 0.03 -0.04
C 2.314 3.397 5.952 0.00 0.02 -0.01 -0.04
H 4.322 2.246 4.539 0.01 0.00 -0.01 0.12
H -3.333 1.004 -5.955 -0.01 0.00 -0.01 0.10
C -0.305 -4.284 -2.396 0.09 -0.05 -0.08 -0.10
C -0.816 3.257 -4.102 0.00 0.02 -0.02 -0.08
O 3.523 -1.953 2.195 0.00 -0.05 0.08 -0.51
H -2.844 0.880 0.612 0.05 -0.03 -0.04 0.03
H -2.297 0.512 2.696 0.02 0.02 0.05 -0.08
H -4.285 -4.470 1.243 -0.01 -0.02 0.01 0.11
H -2.430 -4.107 -2.833 0.05 0.05 -0.03 0.13
C 1.107 0.109 4.500 0.00 0.03 0.00 -0.08
H -3.092 -1.956 -2.966 0.02 -0.01 0.00 0.13
H 1.473 -2.842 4.966 -0.01 0.00 0.01 0.06
C 0.555 -4.662 -1.222 0.02 -0.01 -0.09 -0.28
H -6.895 2.184 0.248 -0.01 0.00 0.00 0.10
H 1.150 3.235 -1.554 0.00 -0.01 -0.02 0.10
H -3.165 0.900 -3.516 0.00 0.00 0.00 0.10
H -0.305 -5.098 -3.128 -0.01 -0.06 0.05 0.12
C 3.416 0.433 3.852 -0.07 0.01 0.02 -0.06
H 2.003 3.277 6.991 0.00 -0.01 0.00 0.08
H 6.543 -0.454 -0.944 0.00 0.00 -0.01 0.11
C -5.536 2.942 -1.230 0.00 0.00 0.00 -0.08
C 3.505 3.163 0.955 0.07 -0.03 0.00 -0.23
C -1.075 -1.272 -3.204 -0.04 0.01 0.05 -0.31
C -0.857 3.810 -1.032 0.00 0.05 0.00 -0.37
C 2.348 -2.979 4.332 0.01 -0.02 0.07 -0.22
P -1.486 2.175 -1.542 0.07 0.00 0.12 1.10
H 3.054 -3.382 0.424 0.04 -0.01 0.03 0.08
H 2.566 -1.888 -1.573 -0.04 0.03 -0.02 0.07
H -3.972 3.550 -2.559 0.00 0.00 -0.01 0.11
H -6.292 3.524 -1.742 -0.01 0.01 0.00 0.10
H -2.864 -1.011 2.050 -0.05 0.04 0.02 -0.09
F 4.729 3.451 0.420 -0.05 -0.01 0.02 0.03
C 3.427 1.635 4.542 0.02 0.01 -0.01 -0.03
C -3.243 2.210 -1.042 -0.02 0.04 0.00 -0.39
H 4.277 0.085 3.295 0.02 -0.01 -0.01 0.11
H 0.149 -3.419 -2.878 -0.05 -0.03 0.00 0.10
C 1.678 3.916 2.212 -0.15 0.08 0.11 -0.29
S 2.238 -1.851 2.944 0.15 0.14 -0.08 0.80
C -1.646 4.819 -0.490 0.02 0.02 -0.03 -0.07
H 0.697 7.237 -0.124 0.00 0.01 0.00 0.10

=====

no.,LUMO energy (eV)
1,0.24
2,-10.06
3,0.39